1.
{
  "formula": "C7H16N",
  "method": "the ωB97M-V functional and the def2-TZVPD basis",
  "elements": ["C", "C", "C", "C", "C", "C", "C", "N", "H", "H", "H", "H", "H", "H", "H", "H", "H", "H", "H", "H", "H", "H", "H", "H"],
  "positions_angstrom": [[-0.120543, -2.782510, -1.973970], [0.236325, -1.292287, -1.973661], [0.072354, -0.699526, -0.632394], [-0.787221, 0.945186, 0.827114], [-0.141517, 0.632384, -0.351410], [0.145094, 1.722976, -1.391721], [-1.851200, 1.970219, 0.900739], [2.044645, -0.334850, 3.844252], [-0.178078, -3.162138, -2.985985], [-1.057394, -2.986815, -1.466212], [1.249057, -1.146958, -2.358254], [-0.481403, -0.784595, -2.623307], [-0.133336, -1.433064, 0.152281], [1.054067, -0.069818, 3.805261], [-0.836070, 0.172153, 1.593860], [-0.538504, 1.615486, -2.230832], [0.011948, 2.697604, -0.932608], [1.163846, 1.534063, -1.713903], [-2.453064, 2.006060, -0.007439], [-1.476162, 2.966219, 1.171168], [-2.488110, 1.736125, 1.755547], [2.679944, -0.074053, 3.087406], [2.318969, -0.893590, 4.660746], [0.631364, -3.368872, -1.440597]],
  "forces_ev_per_a": [[0.530, -0.214, 0.354], [-0.682, -0.626, 0.377], [-0.458, -0.622, 0.282], [-1.610, -1.257, -0.963], [0.987, 1.592, -0.612], [-0.575, -1.150, 0.797], [0.290, 0.331, 1.393], [-0.631, -0.118, 0.325], [-0.044, -0.041, -0.136], [-0.307, 0.150, -0.110], [0.037, 0.352, -0.099], [0.299, 0.398, -0.287], [0.278, 0.185, 0.170], [0.235, 0.092, -0.051], [0.297, 0.056, 0.131], [0.063, 0.125, -0.203], [0.231, 0.109, -0.214], [0.113, 0.440, -0.281], [0.271, 0.179, -0.131], [0.100, 0.088, -0.467], [-0.155, -0.099, -0.189], [0.230, -0.049, 0.147], [0.402, 0.032, -0.113], [0.099, 0.048, -0.122]],
  "lowdin_charge": [-0.0750, -0.1898, 0.0655, 0.0221, -0.2706, 0.0114, -0.0223, 0.5228, 0.0913, 0.0847, 0.1545, 0.1435, 0.1364, 0.1470, 0.1193, 0.1047, 0.0911, 0.1014, 0.1240, 0.1230, 0.0997, 0.1585, 0.1679, 0.0887],
  "e_above_lowest_ev": 2.955,
  "multiplicity": 2,
  "homo_energy_ev": [-17.933, -17.933],
  "fmax_ev_per_a": 2.26,
  "charge": 2
}



2.
{
  "formula": "C7H16N2",
  "method": "the ωB97M-V functional and the def2-TZVPD basis",
  "elements": ["C", "C", "C", "C", "C", "H", "H", "H", "H", "H", "H", "H", "H", "H", "H", "C", "N", "C", "N", "H", "H", "H", "H", "H", "H"],
  "positions_angstrom": [[-0.858904, -0.669857, 1.656996], [-1.967647, -0.536974, -0.607030], [-1.241901, 2.343150, -0.745147], [-1.250438, 0.156925, 0.508750], [-0.707661, 1.424009, 0.331978], [-0.545444, 1.958994, 1.266632], [0.003494, -1.289437, 1.237025], [-0.491983, -0.086278, 2.499186], [-1.277943, -0.743069, -1.428265], [-2.380361, -1.489000, -0.277802], [-2.783624, 0.079177, -0.986708], [-1.646169, -1.346516, 1.987628], [-2.308538, 2.531274, -0.621516], [-1.094887, 1.904415, -1.730136], [-0.749363, 3.312945, -0.689862], [2.197381, 0.692985, 0.394547], [1.409579, -2.543155, -1.038544], [2.258567, -0.538350, -0.342022], [1.397647, -1.489936, -0.148405], [2.335961, -2.880884, -1.308139], [0.856644, -3.307873, -0.674870], [2.867700, -0.546117, -1.254602], [3.127091, 1.252330, 0.397016], [0.959826, 1.256317, 0.146776], [1.890974, 0.554926, 1.426514]],
  "forces_ev_per_a": [[0.823, -0.844, 0.053], [-0.094, 0.018, 0.020], [0.499, -0.187, -0.136], [1.453, 1.533, -0.901], [-3.065, -0.734, 0.967], [0.695, -0.204, 0.050], [-0.996, 0.500, 0.860], [0.015, 0.037, 0.055], [-0.020, 0.011, -0.082], [-0.016, -0.025, 0.011], [-0.015, -0.003, -0.108], [-0.078, 0.008, 0.024], [-0.110, -0.081, 0.051], [0.028, 0.179, -0.191], [0.108, -0.022, -0.216], [-2.764, 1.568, 0.933], [0.081, -0.435, -0.433], [-1.459, -1.578, -1.025], [1.438, 0.994, -0.206], [-0.251, 0.243, 0.129], [0.145, 0.113, 0.057], [0.222, -0.281, 0.214], [-0.283, 0.483, -0.412], [3.315, -0.908, -0.081], [0.329, -0.384, 0.367]],
  "lowdin_charge": [-0.0899, -0.0562, -0.1095, -0.3451, -0.2285, 0.1103, 0.0744, 0.0772, 0.0861, 0.0751, 0.0770, 0.0757, 0.0745, 0.0708, 0.0676, -0.1113, -0.0169, -0.2517, -0.0913, 0.0798, 0.0704, 0.1115, 0.0578, 0.1370, 0.0551],
  "e_above_lowest_ev": 4.104,
  "homo_energy_ev": -7.666,
  "fmax_ev_per_a": 3.44
}



3.
{
  "formula": "C7H16N2O",
  "method": "the ωB97M-V functional and the def2-TZVPD basis",
  "elements": ["C", "C", "C", "C", "C", "O", "H", "H", "H", "H", "H", "H", "H", "H", "H", "H", "C", "N", "N", "C", "H", "H", "H", "H", "H", "H"],
  "positions_angstrom": [[0.131592, -1.426645, -0.348914], [2.148793, 2.669438, -0.564934], [1.181525, -1.366709, -1.448250], [0.751391, -1.295667, 1.031394], [1.000451, 1.805856, -0.092258], [0.321540, 2.346346, 0.863921], [-0.392014, -2.388970, -0.404434], [2.284111, 3.567248, 0.032273], [1.954341, 2.958792, -1.613328], [3.062377, 2.086754, -0.571951], [1.850096, -2.225018, -1.372816], [1.763016, -0.451367, -1.365818], [0.718894, -1.396436, -2.434004], [1.288998, -0.354890, 1.109260], [1.462641, -2.102993, 1.205672], [0.006914, -1.340771, 1.823190], [-1.964844, -0.152484, 0.506644], [-2.986710, -1.043320, 0.649440], [-1.714908, 0.778093, 1.356854], [-1.076261, -0.337143, -0.652925], [-0.604019, 1.752626, 1.087016], [-3.094041, -1.785828, -0.014265], [-3.543734, -1.053675, 1.493949], [-2.362885, 0.857399, 2.135364], [-1.623841, -0.699434, -1.522046], [-0.563424, 0.598799, -0.889034]],
  "forces_ev_per_a": [[-1.689, 0.650, -0.256], [-0.552, 0.285, 0.274], [-0.209, -0.030, 0.000], [-0.011, 0.045, -0.041], [-0.078, 0.259, -0.223], [-0.706, -0.207, -0.184], [0.184, -0.095, 0.020], [0.114, 0.317, 0.147], [-0.027, -0.210, 0.343], [0.201, -0.212, -0.037], [0.060, -0.017, 0.036], [-0.017, 0.049, -0.001], [-0.018, 0.014, -0.107], [-0.016, 0.072, 0.077], [0.034, -0.111, -0.074], [-0.057, 0.022, 0.083], [-0.327, -0.299, 0.522], [0.028, 0.258, 0.232], [0.037, 0.638, -0.088], [1.819, -1.064, -0.257], [1.357, 0.217, -0.117], [-0.040, -0.075, 0.021], [0.143, -0.056, -0.331], [0.045, -0.155, -0.051], [-0.089, -0.085, -0.036], [-0.183, -0.211, 0.048]],
  "lowdin_charge": [-0.3775, -0.1172, -0.0903, -0.0887, -0.2150, -0.0449, 0.1154, 0.0553, 0.0762, 0.0573, 0.0760, 0.0571, 0.0745, 0.0553, 0.0775, 0.0680, -0.4805, 0.1542, 0.1214, -0.1043, 0.0702, 0.0987, 0.1074, 0.0849, 0.1106, 0.0584],
  "e_above_lowest_ev": 3.166,
  "homo_energy_ev": -6.890,
  "fmax_ev_per_a": 2.12
}



4.
{
  "formula": "C7H16N2O4P",
  "method": "the ωB97M-V functional and the def2-TZVPD basis",
  "elements": ["N", "P", "O", "O", "C", "C", "C", "C", "C", "C", "C", "O", "O", "N", "H", "H", "H", "H", "H", "H", "H", "H", "H", "H", "H", "H", "H", "H", "H", "H"],
  "positions_angstrom": [[3.766464, 0.987433, 0.560481], [2.381110, 1.510794, 0.108646], [1.749791, 2.624196, 1.108394], [2.463438, 2.282707, -1.305148], [1.067969, 0.195288, -0.105572], [1.467071, -1.251168, -0.444362], [-0.004301, -1.859715, -0.634346], [-0.674524, -1.220125, 0.614490], [-2.207158, -1.123995, 0.704469], [-2.856150, 0.181343, 0.148125], [-2.247613, 0.701940, -1.142432], [-2.209185, 0.133023, -2.167969], [-1.755127, 1.985677, -1.045485], [0.176021, -0.031251, 1.061072], [3.683797, -0.022140, 0.687670], [1.338554, 2.183352, 1.862526], [2.500788, 1.617742, -2.010580], [0.500608, 0.504952, -0.990831], [1.936061, -1.815663, 0.378013], [2.090118, -1.439549, -1.320703], [-0.308766, -1.417672, -1.586042], [0.112371, -2.941450, -0.618471], [-0.423002, -1.972944, 1.380272], [-2.483949, -1.158186, 1.766893], [-2.647432, -2.011788, 0.244526], [-2.804905, 0.964215, 0.912374], [-3.902274, -0.059033, -0.071168], [-0.904299, 2.056819, -1.499697], [-0.448948, 0.735510, 1.327542], [0.692816, -0.389952, 1.865085]],
  "forces_ev_per_a": [[-1.204, -0.808, -0.013], [1.770, 0.208, 0.563], [-0.494, -0.531, -1.421], [-1.308, -0.269, 0.902], [1.448, 0.273, -0.761], [-1.053, -1.020, 0.062], [2.270, 2.200, 0.187], [-0.547, -3.408, 0.584], [0.117, 1.299, 0.040], [0.062, -0.198, 0.029], [-0.137, 1.421, 0.991], [0.287, -1.606, -1.490], [0.394, -0.337, 1.413], [-1.268, -0.272, -0.868], [0.651, 0.103, 0.139], [0.405, 0.401, 0.250], [0.416, 0.351, -0.092], [-0.475, 0.150, 0.556], [0.111, 0.595, 0.034], [-0.117, 0.562, 0.023], [-0.637, -0.667, 0.115], [-0.779, 0.092, -0.006], [-0.195, 0.231, -0.071], [-0.011, -0.091, -0.248], [0.339, 0.105, -0.122], [-0.219, -0.067, -0.221], [0.111, 0.263, 0.176], [-0.466, 0.243, -0.663], [0.323, 0.195, -0.108], [0.204, 0.582, 0.020]],
  "lowdin_charge": [-0.1252, 0.5224, -0.1210, -0.1184, -0.3083, -0.1262, -0.0722, -0.2420, -0.0980, -0.0702, -0.5337, 0.1658, 0.0859, 0.1226, -0.0194, 0.0681, 0.0933, 0.1153, 0.1267, 0.1339, 0.1107, 0.1337, 0.1539, 0.1254, 0.1391, 0.1203, 0.1411, 0.1093, 0.1778, 0.1893],
  "e_above_lowest_ev": 1.853,
  "homo_energy_ev": -12.975,
  "fmax_ev_per_a": 3.50,
  "charge": 1
}



Which formula does entry 4 have? C7H16N2O4P